{
  "formula": "C32H26Cl2N5O4Pb",
  "method": "ωB97M-V/def2-TZVPD",
  "total_energy_ha": -2923.1494,
  "e_above_lowest_ev": 0.580,
  "lumo_energy_ev": 1.73,
  "homo_energy_ev": -4.511,
  "orbital_gap_ev": 6.24,
  "total_charge": -1,
  "symbols": ["Pb", "C", "C", "O", "C", "C", "C", "N", "N", "C", "O", "C", "C", "C", "C", "C", "C", "H", "H", "H", "H", "H", "H", "H", "H", "H", "H", "H", "H", "N", "C", "C", "C", "C", "C", "N", "C", "H", "H", "H", "H", "Cl", "C", "C", "C", "C", "C", "Cl", "C", "N", "C", "C", "C", "C", "C", "C", "C", "C", "O", "O", "H", "H", "H", "H", "H", "H", "H", "H", "H", "H"],
  "xyz": [[-0.0791, -0.0300, 0.0960], [0.6208, -2.7122, -3.7101], [0.3014, -2.3804, -2.2620], [0.6185, -1.2112, -1.8869], [-0.3145, -3.3717, -1.5040], [-0.7115, -3.3425, -0.1432], [-1.2212, -4.6358, 0.4418], [-0.6533, -2.2827, 0.6301], [-1.0520, -2.5106, 1.9451], [-0.9655, -1.4717, 2.7243], [-0.5391, -0.2915, 2.4241], [-1.4492, -1.6843, 4.1236], [-1.8572, -0.5837, 4.8708], [-2.3576, -0.7477, 6.1543], [-2.4433, -2.0156, 6.7125], [-2.0139, -3.1169, 5.9810], [-1.5206, -2.9533, 4.6961], [-0.2524, -2.4890, -4.3278], [0.8775, -3.7628, -3.8449], [1.4407, -2.0800, -4.0476], [-0.4831, -4.3118, -2.0122], [-1.2393, -5.4244, -0.3084], [-2.2214, -4.4925, 0.8513], [-0.5868, -4.9430, 1.2738], [-1.7776, 0.4018, 4.4291], [-2.6835, 0.1182, 6.7190], [-2.8466, -2.1455, 7.7098], [-2.0703, -4.1089, 6.4137], [-1.1894, -3.8009, 4.1112], [5.9966, 2.5309, -1.2858], [5.3258, 1.8344, -0.6650], [4.5368, 0.9465, 0.1358], [5.1411, 0.1731, 1.1267], [4.3549, -0.6743, 1.8843], [2.9951, -0.7281, 1.6267], [2.4249, 0.0070, 0.6762], [3.1613, 0.8327, -0.0564], [6.2076, 0.2462, 1.2911], [4.7902, -1.2866, 2.6617], [2.3295, -1.3700, 2.1946], [2.6414, 1.4245, -0.8072], [-5.2658, 3.3178, 1.9760], [-3.8791, 3.2552, 3.0174], [-4.0795, 3.4931, 4.3667], [-2.9930, 3.5847, 5.2180], [-1.7136, 3.4509, 4.7059], [-1.5239, 3.1887, 3.3621], [0.0934, 3.0293, 2.7742], [-2.5997, 3.0467, 2.4655], [-2.4038, 2.8097, 1.1140], [-2.9509, 1.7118, 0.4165], [-3.5579, 0.6411, 1.0736], [-4.0379, -0.4499, 0.3679], [-3.9156, -0.4893, -1.0108], [-3.3305, 0.5810, -1.6719], [-2.8470, 1.6947, -0.9918], [-2.2682, 2.8473, -1.7595], [-0.7048, 2.9316, -1.7906], [-0.1880, 3.2090, -2.8724], [-0.1127, 2.6902, -0.6864], [-5.0903, 3.6127, 4.7321], [-3.1405, 3.7722, 6.2734], [-0.8484, 3.5337, 5.3498], [-1.4722, 3.0338, 0.7291], [-3.6172, 0.6402, 2.1537], [-4.4860, -1.2743, 0.9087], [-4.2647, -1.3497, -1.5690], [-3.2422, 0.5593, -2.7524], [-2.6205, 3.7890, -1.3263], [-2.5789, 2.8044, -2.8009]],
  "atomic_forces_ev_per_a": [[-0.702, 0.405, -0.185], [0.016, 0.048, 0.048], [0.046, -0.075, -0.078], [-0.031, -0.112, 0.172], [0.017, -0.028, -0.075], [0.011, 0.064, 0.115], [-0.046, -0.045, -0.024], [0.253, -0.006, 0.023], [-0.140, -0.115, 0.175], [0.088, 0.003, -0.154], [0.072, -0.189, -0.151], [-0.020, 0.002, 0.119], [0.033, 0.057, -0.016], [-0.014, -0.016, 0.047], [-0.012, 0.019, -0.010], [-0.008, -0.012, 0.005], [-0.019, 0.028, -0.043], [0.018, 0.013, -0.003], [-0.030, 0.002, -0.005], [-0.001, -0.020, -0.001], [0.012, 0.001, 0.006], [0.014, 0.041, -0.040], [0.027, -0.006, 0.030], [-0.031, 0.009, 0.013], [0.005, 0.008, -0.024], [-0.004, -0.006, -0.019], [0.032, -0.005, 0.003], [0.007, 0.009, -0.001], [-0.035, -0.007, -0.004], [-0.041, -0.048, 0.039], [0.129, 0.139, -0.111], [-0.113, -0.186, 0.176], [-0.072, 0.064, -0.085], [0.082, -0.034, 0.035], [-0.022, 0.010, 0.005], [0.142, -0.037, 0.068], [0.039, 0.091, -0.092], [0.003, 0.001, 0.001], [-0.031, 0.003, 0.001], [0.005, 0.023, -0.015], [-0.001, -0.025, 0.041], [0.014, -0.101, -0.051], [0.157, 0.029, -0.084], [-0.005, -0.096, -0.041], [0.003, -0.018, 0.043], [0.048, 0.031, 0.104], [-0.161, -0.112, -0.097], [0.071, 0.003, -0.095], [-0.104, 0.035, 0.038], [0.423, 0.085, -0.257], [-0.215, -0.149, -0.171], [0.186, 0.087, 0.049], [-0.002, -0.025, 0.016], [-0.015, -0.119, -0.027], [0.090, -0.011, 0.025], [-0.065, 0.154, 0.207], [0.354, 0.120, -0.002], [0.002, -0.209, 0.063], [0.014, 0.053, 0.024], [-0.242, 0.095, 0.118], [0.015, 0.043, -0.018], [0.004, -0.003, -0.015], [0.006, -0.008, -0.028], [-0.145, -0.051, 0.144], [0.012, 0.035, 0.068], [0.029, -0.007, -0.017], [-0.001, 0.030, 0.008], [0.016, 0.030, 0.011], [-0.030, -0.004, -0.018], [-0.140, 0.018, 0.019]],
  "nbo_charge": [1.578, -0.679, 0.501, -0.797, -0.509, 0.318, -0.661, -0.551, -0.454, 0.524, -0.874, -0.012, -0.215, -0.212, -0.233, -0.231, -0.200, 0.221, 0.204, 0.223, 0.195, 0.199, 0.235, 0.229, 0.230, 0.203, 0.200, 0.201, 0.226, -0.292, 0.277, -0.211, -0.101, -0.261, 0.092, -0.496, 0.109, 0.227, 0.228, 0.225, 0.254, 0.010, -0.044, -0.232, -0.229, -0.257, 0.038, 0.034, 0.089, -0.652, 0.171, -0.260, -0.218, -0.194, -0.224, -0.035, -0.555, 0.789, -0.709, -0.850, 0.223, 0.213, 0.224, 0.462, 0.222, 0.212, 0.200, 0.213, 0.225, 0.224]
}